(1)
Formula: C18H37AuClGeNO2Si3
Source: the Open Molecules 2025 dataset
Level of theory: ωB97M-V with the def2-TZVPD basis set

Results
**⟨S²⟩**: 0.76
**E**: -4454.39403 Ha
**HOMO-LUMO gap (alpha / beta)**: 6.013 / 5.394 eV
**Lowest unoccupied orbital energy (alpha / beta)**: -0.15979 / -0.19430 Ha
**2S+1**: 2
**Total charge**: +1

Last column: Löwdin spin population.
Cartesian coordinates (Å):
1 Au 0.66296 -1.00687 -2.41054  0.075
2 N -1.24110 -1.95548 -2.93325  0.002
3 C -2.22883 -0.89524 -3.18273  0.004
4 C -2.35272 0.00437 -1.96845  0.006
5 O -2.88644 1.07350 -2.04183  0.002
6 O -1.88695 -0.54763 -0.84280  0.056
7 H -1.13698 -2.54134 -3.75620  0.002
8 H -1.56379 -2.55157 -2.17767  0.000
9 H -3.21912 -1.29679 -3.41271  0.000
10 H -1.90924 -0.28746 -4.02694  0.001
11 Cl 1.87449 5.87146 -3.36231  0.002
12 C 2.08290 4.17138 -3.10587  0.006
13 C 1.65123 3.27229 -4.07060  -0.001
14 C 1.79986 1.91690 -3.84351  0.006
15 C 2.36003 1.42894 -2.65945  0.003
16 C 2.47461 -0.04913 -2.44714  0.048
17 C 2.80141 2.35694 -1.72254  0.004
18 C 2.67758 3.72076 -1.94121  0.000
19 H 1.21055 3.63708 -4.98787  0.000
20 H 1.46894 1.21743 -4.60384  0.001
21 H 3.11650 -0.30670 -1.60839  0.001
22 H 2.90218 -0.51049 -3.34588  0.009
23 H 3.28286 2.02029 -0.81511  0.000
24 H 3.03497 4.43372 -1.21096  0.000
25 C 2.90068 0.06214 1.36510  0.026
26 Si 1.68887 -1.32894 1.52737  0.047
27 C 1.40349 -1.87954 3.27238  -0.004
28 C 2.26321 -2.79128 0.51824  0.007
29 Ge -0.23839 -0.39397 0.09389  0.205
30 Si -2.06627 -1.98732 1.56900  0.275
31 C -3.82615 -1.70657 1.02549  0.036
32 C -2.01867 -1.80502 3.42312  0.056
33 C -1.37974 -3.62969 0.97503  0.048
34 Si -0.86050 1.68492 1.26705  0.029
35 C -0.34111 1.46083 3.05334  0.004
36 C 0.20954 3.01346 0.49262  0.003
37 C -2.66449 2.06438 1.03389  0.008
38 H 3.78941 -0.24943 1.92347  0.005
39 H 2.56976 1.02062 1.76333  0.000
40 H 3.17680 0.19315 0.32360  0.000
41 H 2.38198 -2.25937 3.58558  -0.001
42 H 0.69155 -2.69582 3.34692  0.000
43 H 1.10895 -1.08703 3.95831  0.000
44 H 3.29684 -3.04056 0.77707  0.001
45 H 2.23131 -2.56174 -0.54755  0.000
46 H 1.65564 -3.67780 0.69924  0.000
47 H -4.33042 -1.02224 1.70843  0.000
48 H -4.34483 -2.66911 1.06061  0.006
49 H -3.91920 -1.30201 0.02302  0.001
50 H -2.62682 -0.95412 3.73264  0.000
51 H -1.03874 -1.69976 3.86529  0.001
52 H -2.48119 -2.70898 3.83539  0.011
53 H -0.91837 -3.56743 -0.01194  0.002
54 H -2.18263 -4.37019 0.92688  0.007
55 H -0.61976 -3.99632 1.66666  0.000
56 H 0.72787 1.25723 3.13766  0.000
57 H -0.88472 0.68575 3.59190  0.000
58 H -0.52530 2.41026 3.56398  0.001
59 H 1.26692 2.83200 0.68884  0.000
60 H -0.03083 4.00772 0.87966  0.000
61 H 0.06803 3.03930 -0.58912  0.000
62 H -3.30801 1.46308 1.68002  0.000
63 H -2.95596 1.89700 0.00086  0.000
64 H -2.84462 3.11602 1.27054  0.001

***

(2)
Formula: C18H37Br2FNO10P2
Source: the Open Molecules 2025 dataset
Level of theory: ωB97M-V with the def2-TZVPD basis set

Results
**E**: -7445.54706 Ha
**HOMO-LUMO gap**: 8.542 eV
**Lowest unoccupied orbital energy**: -0.11287 Ha
**Total charge**: +1

Last column: Mulliken charge in e.
Cartesian coordinates (Å):
1 C -1.73683 1.11351 6.36298  -1.590
2 C -2.03788 -0.03608 5.44566  0.244
3 Br -0.86984 -1.52250 5.74565  -0.086
4 C -2.98181 -0.05133 4.49632  -0.523
5 Br -3.96050 1.57252 4.37293  -0.079
6 C -3.30433 -1.19903 3.50640  2.390
7 C -4.69943 -0.90545 2.86529  -1.866
8 C -4.64279 -0.01702 1.62530  -0.503
9 F -4.50340 -0.80784 0.50031  -0.311
10 C -3.47603 -2.56568 4.19505  -1.888
11 N -2.44491 -3.61787 3.88887  -0.032
12 C -1.56144 -3.41862 2.67259  0.511
13 C -0.30747 -4.29733 2.84093  -0.903
14 C 0.90598 -3.66356 2.15624  0.043
15 C 0.96990 -3.80633 0.61285  -0.755
16 O 1.77767 -4.52796 1.54304  -0.414
17 C -1.29432 -1.96124 2.34585  -1.120
18 O -2.42029 -1.11849 2.40624  -0.264
19 H -2.63874 1.49361 6.83232  0.455
20 H -1.18267 1.89057 5.83924  0.332
21 H -1.09022 0.76851 7.16715  0.448
22 H -5.40977 -0.53695 3.59978  0.594
23 H -5.11068 -1.84208 2.48528  0.605
24 H -5.60606 0.49006 1.54205  0.414
25 H -3.88971 0.76245 1.67999  0.334
26 H -3.43626 -2.39764 5.26844  0.541
27 H -4.45207 -3.00839 4.03190  0.531
28 H -2.93973 -4.49647 3.73954  0.475
29 H -1.85771 -3.78690 4.70620  0.484
30 H -2.11970 -3.83586 1.83429  0.226
31 H -0.01607 -4.40667 3.88931  0.339
32 H -0.38599 -5.24685 2.31569  0.410
33 H 1.28605 -2.74713 2.58826  0.508
34 H 1.31153 -2.80842 0.37969  0.373
35 H -0.03114 -4.17563 0.44390  0.312
36 H -0.96631 -1.94853 1.30816  0.380
37 H -0.46821 -1.53029 2.91072  0.376
38 C 3.14556 -0.35592 -3.94098  -0.749
39 O 1.79848 -0.30982 -4.46382  -0.276
40 P 0.57453 -0.51586 -3.45442  1.107
41 O 0.80144 -1.77185 -2.70940  -0.614
42 O -0.47693 -0.65718 -4.67110  -0.345
43 C -0.43684 -1.82909 -5.48577  -0.653
44 O -0.38478 0.42345 -2.58936  -0.369
45 C -1.75423 0.02584 -2.45392  -0.576
46 H 3.79497 0.15673 -4.64521  0.270
47 H 3.21029 0.14352 -2.97748  0.329
48 H 3.47162 -1.38944 -3.84704  0.287
49 H 0.00259 -2.67005 -4.94905  0.338
50 H 0.13371 -1.63256 -6.39305  0.216
51 H -1.46199 -2.07469 -5.75654  0.250
52 H -1.82968 -1.04558 -2.27128  0.292
53 H -2.32151 0.29551 -3.34024  0.292
54 H -2.14864 0.57018 -1.59829  0.211
55 C 5.75896 4.24257 -1.02135  -0.677
56 O 4.58208 4.79325 -1.65182  -0.296
57 P 4.25389 4.34706 -3.15158  0.786
58 O 5.44938 4.56913 -3.98294  -0.655
59 O 3.12011 5.46846 -3.36373  -0.360
60 C 3.52311 6.83173 -3.50646  -0.674
61 O 3.40458 3.14608 -3.75746  0.031
62 C 2.73167 3.36105 -5.00288  -0.576
63 H 5.62972 4.34413 0.05289  0.240
64 H 5.89427 3.19129 -1.26655  0.312
65 H 6.63237 4.80753 -1.33840  0.276
66 H 4.54569 6.90478 -3.87556  0.342
67 H 3.43743 7.34642 -2.54960  0.231
68 H 2.85067 7.29804 -4.22362  0.248
69 H 3.36183 3.88898 -5.71648  0.335
70 H 1.80826 3.91219 -4.84264  0.263
71 H 2.48855 2.37705 -5.39928  0.171

***

(3)
Formula: C18H37Cl8F3N2O4
Source: the Open Molecules 2025 dataset
Level of theory: ωB97M-V with the def2-TZVPD basis set

Results
**SMILES**: CCN[C@@H](COC(F)(F)F)O[C@@H](CN)OC[C@@H](C)O.ClCCCl.ClCCCl.ClCCCl.ClCCCl
**E**: -5099.68292 Ha
**HOMO-LUMO gap**: 9.813 eV
**Lowest unoccupied orbital energy**: 0.01842 Ha

Last column: Mulliken charge in e.
Cartesian coordinates (Å):
1 C -4.12268 2.79870 1.65777  -1.147
2 C -2.91977 3.74733 1.68804  -0.361
3 N -1.66406 3.05270 1.39376  -0.038
4 C -1.51745 2.56675 0.04631  -0.050
5 C -1.05856 3.60306 -0.96770  -1.199
6 O 0.24386 4.04895 -0.54913  -0.271
7 C 0.45062 5.35675 -0.38548  0.884
8 F 0.34329 6.07837 -1.51782  -0.292
9 F -0.41149 5.90982 0.50122  -0.256
10 F 1.69336 5.48304 0.09355  -0.303
11 O -0.54224 1.54832 -0.00170  -0.207
12 C -0.79378 0.37671 0.76447  -0.055
13 C -1.75570 -0.56477 0.05046  -1.064
14 N -1.23876 -0.97407 -1.25575  -0.227
15 O 0.45645 -0.20713 0.95034  -0.464
16 C 0.92187 -0.16781 2.28967  -0.979
17 C 1.16696 1.25076 2.79878  1.911
18 C 1.45067 1.25768 4.28975  -1.513
19 O 2.29694 1.83071 2.14036  -0.501
20 H -4.88879 3.12687 2.36652  0.389
21 H -3.80449 1.78955 1.94756  0.226
22 H -4.59428 2.73212 0.67167  0.310
23 H -3.09902 4.59210 1.00042  0.266
24 H -2.81223 4.18409 2.68512  0.492
25 H -0.86415 3.63394 1.63325  -0.038
26 H -2.50227 2.19902 -0.29025  0.540
27 H -0.96198 3.16769 -1.96544  0.461
28 H -1.76514 4.43905 -0.99069  0.411
29 H -1.21948 0.67570 1.73515  0.536
30 H -1.87961 -1.44366 0.69494  0.467
31 H -2.74448 -0.08262 -0.01208  0.311
32 H -1.61171 -0.36476 -1.97633  0.215
33 H -1.59434 -1.90436 -1.45697  0.073
34 H 0.23980 -0.70076 2.97205  0.231
35 H 1.87635 -0.70799 2.27197  0.429
36 H 0.27807 1.86128 2.57353  -0.606
37 H 2.25328 0.55610 4.54018  0.334
38 H 1.75838 2.25666 4.61296  0.259
39 H 0.55017 0.97504 4.84517  0.413
40 H 2.17483 1.69951 1.18880  0.289
41 Cl -0.09149 -0.62425 -4.99890  -0.217
42 C 1.01219 -1.11537 -3.68001  0.010
43 C 2.14196 -1.97456 -4.18289  -0.472
44 Cl 1.57169 -3.56804 -4.75715  -0.183
45 H 0.41656 -1.61828 -2.92458  -0.008
46 H 1.41484 -0.20263 -3.24430  0.223
47 H 2.84392 -2.15750 -3.37132  0.295
48 H 2.66168 -1.50244 -5.01285  0.363
49 Cl 0.23909 -7.14803 -5.20088  -0.181
50 C 1.88347 -7.23512 -4.51698  -0.340
51 C 2.00312 -8.31088 -3.46755  -0.470
52 Cl 1.06410 -7.92461 -1.99983  -0.162
53 H 2.11689 -6.25565 -4.10736  0.224
54 H 2.56144 -7.45290 -5.34049  0.304
55 H 3.04396 -8.40527 -3.16299  0.300
56 H 1.64660 -9.26798 -3.83954  0.322
57 Cl -3.97406 -3.53839 -1.36529  -0.169
58 C -3.35437 -5.19955 -1.14422  -0.453
59 C -2.17324 -5.23180 -0.20811  -0.527
60 Cl -0.74495 -4.43872 -0.92001  -0.149
61 H -3.09059 -5.58252 -2.12659  0.309
62 H -4.16904 -5.78955 -0.72854  0.322
63 H -1.89725 -6.26446 -0.00169  0.357
64 H -2.40022 -4.72529 0.72686  0.330
65 Cl 1.40293 4.65906 3.83740  -0.180
66 C 2.97983 5.05239 3.09456  0.033
67 C 3.99839 3.96227 3.30970  -0.192
68 Cl 4.48925 3.82400 5.02130  -0.222
69 H 3.30507 6.00079 3.51419  0.433
70 H 2.80530 5.16909 2.02893  -0.148
71 H 4.89510 4.18983 2.73681  0.442
72 H 3.60942 2.99586 2.99791  -0.074